# 1
Below is CH2N2O2 in the gas phase in a non-equilibrium geometry, with properties calculated with the ωB97M-V functional and the def2-TZVPD basis.

Last column: Mulliken charge in e.
Geometry (Å):
C (1.137, 0.664, -0.194)  0.40
N (-0.047, 0.878, 0.308)  0.07
N (-0.384, -0.391, 0.659)  -0.37
O (2.240, 0.150, -0.163)  -0.39
O (-1.220, -0.924, -0.249)  -0.39
H (-0.711, 1.536, -0.089)  0.29
H (-1.014, -1.913, -0.273)  0.38

Computed properties:
* multiplicity: 1
* frontier orbital gap (spin up / spin down): 0.326 / 0.284 Ha
* LUMO energy (spin up / spin down): 0.243 / 0.046 eV


# 2
Below is a gas-phase ion, C4H7N2O (charge +1) in a non-equilibrium geometry, with properties calculated with the ωB97M-V functional and the def2-TZVPD basis.

Last column: Mulliken charge in e.
Geometry (Å):
C (-1.255, -1.304, 1.423)  -0.96
C (-0.665, -0.232, 0.584)  0.46
N (0.431, -0.487, -0.149)  -0.31
C (0.691, 0.554, -0.832)  0.79
C (1.842, 0.882, -1.579)  -1.05
O (-0.473, 1.601, -0.567)  -0.23
N (-1.148, 1.022, 0.389)  0.10
H (-1.678, -2.177, 0.707)  0.28
H (-2.058, -0.923, 2.180)  0.32
H (-0.546, -1.692, 2.147)  0.33
H (2.534, -0.026, -1.849)  0.32
H (2.358, 1.714, -1.156)  0.31
H (1.756, 1.557, -2.479)  0.36
H (-1.762, 1.709, 0.797)  0.27

Computed properties:
* charge: +1
* multiplicity: 1
* frontier orbital gap: 0.391 Ha
* LUMO energy: -4.990 eV


# 3
Below is C23H25NO6S in the gas phase, with properties calculated with the ωB97M-V functional and the def2-TZVPD basis.

Last column: Mulliken charge in e.
Geometry (Å):
C (3.826, -2.635, -1.496)  -1.06
C (3.121, -1.294, -1.416)  -0.34
O (1.943, -1.468, -0.634)  -0.04
C (1.226, -0.383, -0.358)  1.01
O (1.563, 0.738, -0.720)  -0.84
C (0.028, -0.657, 0.416)  -0.52
C (-0.744, 0.354, 0.959)  -0.02
N (-0.493, 1.704, 0.871)  0.12
C (-1.412, 2.603, 1.318)  0.19
O (-2.399, 2.221, 1.915)  -0.72
C (-1.104, 4.084, 1.140)  -0.24
C (-0.632, 4.583, -0.253)  0.43
C (-0.285, 3.485, -1.236)  -0.27
O (-1.052, 2.841, -1.894)  -0.61
O (1.044, 3.329, -1.271)  -0.46
C (-1.859, 5.432, -0.686)  -0.13
C (-1.746, 6.793, 0.026)  -0.88
C (-2.094, 6.378, 1.468)  -0.78
C (-2.425, 4.885, 1.274)  -0.07
O (-2.946, 4.825, -0.034)  -0.55
S (-2.098, -0.238, 1.831)  -0.27
C (-1.634, -1.885, 1.474)  0.97
C (-2.473, -3.013, 1.962)  -1.54
C (-0.507, -1.953, 0.718)  -0.88
C (0.075, -3.213, 0.223)  0.47
C (0.708, -4.094, 1.090)  -0.31
C (1.259, -5.270, 0.615)  -0.95
C (1.184, -5.598, -0.732)  1.21
C (1.767, -6.879, -1.249)  -1.55
C (0.536, -4.720, -1.593)  -0.90
C (-0.014, -3.543, -1.125)  -0.17
H (4.714, -2.548, -2.116)  0.44
H (3.157, -3.377, -1.922)  0.17
H (4.114, -2.965, -0.501)  0.27
H (3.755, -0.531, -0.948)  0.28
H (2.836, -0.936, -2.412)  0.33
H (0.365, 1.941, 0.379)  0.28
H (-0.382, 4.348, 1.918)  0.51
H (0.263, 5.200, -0.150)  0.46
H (1.307, 2.516, -1.740)  0.42
H (-2.025, 5.463, -1.760)  0.55
H (-0.760, 7.239, -0.073)  0.39
H (-2.486, 7.483, -0.377)  0.34
H (-1.272, 6.528, 2.165)  0.32
H (-2.966, 6.912, 1.838)  0.35
H (-3.124, 4.454, 1.985)  0.66
H (-2.446, -3.066, 3.050)  0.33
H (-2.111, -3.954, 1.555)  0.38
H (-3.510, -2.871, 1.663)  0.39
H (0.778, -3.847, 2.140)  0.52
H (1.756, -5.942, 1.300)  0.36
H (0.983, -7.630, -1.353)  0.29
H (2.220, -6.732, -2.227)  0.37
H (2.519, -7.267, -0.567)  0.39
H (0.463, -4.964, -2.644)  0.37
H (-0.514, -2.868, -1.804)  0.53

Computed properties:
* multiplicity: 1
* frontier orbital gap: 0.319 Ha
* LUMO energy: 0.659 eV


# 4
Below is 4 unconnected molecules or ions with the total composition C3H14O4S in a non-equilibrium geometry, with properties calculated with the ωB97M-V functional and the def2-TZVPD basis.

Last column: Mulliken charge in e.
Geometry (Å):
O (0.792, -0.378, 2.460)  -0.58
C (0.346, -0.876, 1.205)  -0.46
C (1.452, -1.334, 0.210)  -0.39
C (1.670, 0.006, -0.727)  -0.71
S (1.285, -0.499, -2.558)  -0.19
H (1.565, -0.769, 2.771)  0.30
H (-0.246, -1.769, 1.486)  0.29
H (-0.367, -0.134, 0.769)  0.29
H (2.487, -1.416, 0.589)  0.27
H (1.265, -2.263, -0.382)  0.38
H (2.807, 0.076, -0.937)  0.31
H (1.269, 0.977, -0.477)  0.45
H (0.128, -0.985, -2.328)  0.05
O (-2.747, 2.836, -1.161)  -0.63
H (-3.628, 3.223, -0.648)  0.35
H (-2.213, 2.836, -0.408)  0.28
O (-2.359, -1.952, -1.825)  -0.62
H (-2.646, -0.984, -1.883)  0.33
H (-2.889, -2.356, -1.189)  0.29
O (0.995, 2.136, 1.544)  -0.69
H (0.042, 2.386, 1.643)  0.31
H (0.992, 1.237, 1.844)  0.37

Computed properties:
* multiplicity: 1
* frontier orbital gap: 0.328 Ha
* LUMO energy: 0.191 eV


# 5
Below is 13 unconnected molecules or ions with the total composition C56H88F18O33 in a non-equilibrium geometry, with properties calculated with the ωB97M-V functional and the def2-TZVPD basis.

Last column: Mulliken charge in e.
Geometry (Å):
C (-13.456, -3.833, -24.267)  -0.68
O (-13.489, -4.564, -25.514)  -0.37
C (-14.127, -3.934, -26.614)  -0.34
C (-14.384, -4.836, -27.725)  -0.56
O (-15.400, -4.241, -28.529)  -0.20
C (-15.713, -4.855, -29.823)  -0.61
C (-16.611, -3.861, -30.600)  -0.43
O (-15.880, -2.765, -31.166)  -0.31
C (-16.720, -2.130, -32.164)  -0.80
H (-14.445, -3.514, -23.938)  0.28
H (-12.753, -3.008, -24.376)  0.29
H (-13.075, -4.504, -23.497)  0.25
H (-13.451, -3.153, -26.960)  0.29
H (-15.038, -3.427, -26.296)  0.33
H (-14.687, -5.783, -27.280)  0.30
H (-13.380, -5.043, -28.097)  0.26
H (-16.252, -5.796, -29.711)  0.35
H (-14.794, -5.103, -30.353)  0.34
H (-17.341, -3.435, -29.912)  0.29
H (-17.093, -4.466, -31.368)  0.39
H (-16.869, -2.726, -33.064)  0.33
H (-16.243, -1.203, -32.484)  0.29
H (-17.661, -1.774, -31.745)  0.31
C (-15.429, 7.210, -14.218)  -0.58
O (-15.958, 6.548, -15.419)  -0.39
C (-17.072, 5.720, -15.251)  -0.55
C (-18.445, 6.369, -15.148)  -0.52
O (-18.522, 7.220, -14.011)  -0.24
C (-19.781, 7.926, -13.859)  -0.62
C (-19.784, 9.126, -12.882)  -0.47
O (-18.863, 10.095, -13.362)  -0.32
C (-18.692, 11.168, -12.396)  -0.79
H (-14.886, 8.112, -14.496)  0.23
H (-14.720, 6.510, -13.775)  0.27
H (-16.211, 7.438, -13.493)  0.25
H (-16.845, 5.206, -14.318)  0.36
H (-17.134, 5.018, -16.083)  0.32
H (-19.219, 5.609, -15.260)  0.40
H (-18.540, 6.932, -16.077)  0.34
H (-20.450, 7.212, -13.379)  0.32
H (-20.155, 8.235, -14.835)  0.36
H (-19.446, 8.814, -11.894)  0.36
H (-20.800, 9.513, -12.802)  0.37
H (-18.580, 12.105, -12.941)  0.25
H (-17.770, 10.944, -11.861)  0.29
H (-19.437, 11.344, -11.620)  0.34
C (-5.749, 13.005, -15.509)  -1.13
C (-5.970, 13.389, -14.042)  -0.16
O (-7.235, 12.889, -13.548)  -0.25
C (-7.333, 11.541, -12.991)  0.40
O (-6.370, 10.714, -12.991)  -0.52
C (-8.669, 11.303, -12.216)  0.78
F (-8.488, 10.800, -11.012)  -0.23
F (-9.406, 12.445, -12.083)  -0.23
F (-9.445, 10.397, -12.843)  -0.24
H (-5.686, 11.947, -15.762)  0.32
H (-4.875, 13.470, -15.965)  0.37
H (-6.575, 13.414, -16.091)  0.31
H (-6.097, 14.471, -14.042)  0.27
H (-5.059, 13.143, -13.495)  0.30
C (-15.233, -1.452, -16.325)  -1.04
C (-15.776, -2.383, -17.335)  -0.19
O (-16.237, -1.678, -18.493)  -0.26
C (-17.557, -1.289, -18.545)  0.37
O (-18.386, -1.457, -17.656)  -0.52
C (-17.928, -0.570, -19.878)  0.82
F (-16.860, -0.728, -20.703)  -0.24
F (-19.059, -1.001, -20.439)  -0.23
F (-18.083, 0.730, -19.695)  -0.24
H (-14.999, -1.970, -15.396)  0.34
H (-15.908, -0.631, -16.080)  0.31
H (-14.276, -0.988, -16.563)  0.28
H (-16.630, -2.975, -17.009)  0.34
H (-14.989, -3.050, -17.688)  0.25
C (-8.035, 2.549, -26.172)  -1.03
C (-6.892, 3.286, -26.836)  -0.30
O (-5.955, 2.402, -27.407)  -0.19
C (-4.983, 2.832, -28.271)  0.28
O (-4.725, 4.025, -28.538)  -0.54
C (-4.144, 1.741, -28.812)  0.92
F (-2.999, 1.729, -28.095)  -0.24
F (-4.662, 0.517, -28.639)  -0.23
F (-3.890, 1.930, -30.112)  -0.23
H (-8.618, 3.389, -25.794)  0.35
H (-7.617, 1.834, -25.465)  0.27
H (-8.655, 2.019, -26.895)  0.30
H (-6.254, 3.890, -26.190)  0.33
H (-7.328, 3.928, -27.601)  0.32
C (-12.643, 7.276, -21.907)  -1.06
C (-12.924, 8.352, -22.904)  -0.25
O (-13.230, 7.738, -24.133)  -0.23
C (-12.919, 8.369, -25.289)  0.41
O (-12.677, 9.578, -25.349)  -0.54
C (-12.837, 7.454, -26.520)  0.85
F (-13.931, 7.647, -27.265)  -0.25
F (-11.810, 7.783, -27.308)  -0.25
F (-12.706, 6.195, -26.197)  -0.23
H (-12.216, 7.656, -20.979)  0.36
H (-11.993, 6.523, -22.353)  0.29
H (-13.607, 6.834, -21.654)  0.28
H (-12.061, 9.008, -23.018)  0.35
H (-13.796, 8.954, -22.647)  0.26
C (-4.168, 14.882, -21.838)  -1.23
C (-3.633, 13.533, -22.185)  -0.17
O (-4.478, 12.568, -21.611)  -0.23
C (-4.483, 11.288, -22.023)  0.34
O (-3.829, 10.867, -22.967)  -0.51
C (-5.449, 10.324, -21.246)  0.87
F (-6.679, 10.510, -21.688)  -0.23
F (-5.108, 8.989, -21.456)  -0.24
F (-5.449, 10.498, -19.895)  -0.24
H (-3.490, 15.691, -22.114)  0.42
H (-4.103, 15.106, -20.774)  0.33
H (-5.088, 15.170, -22.347)  0.31
H (-2.586, 13.436, -21.899)  0.30
H (-3.634, 13.506, -23.274)  0.28
C (-8.555, 4.808, -15.868)  -1.09
C (-8.493, 4.457, -17.350)  -0.26
O (-9.582, 3.689, -17.750)  -0.24
C (-9.583, 2.793, -18.724)  0.40
O (-8.618, 2.548, -19.423)  -0.56
C (-10.978, 2.142, -18.965)  0.89
F (-11.345, 2.277, -20.261)  -0.26
F (-10.723, 0.816, -18.864)  -0.26
F (-11.947, 2.546, -18.207)  -0.21
H (-9.481, 5.301, -15.572)  0.31
H (-7.690, 5.385, -15.544)  0.38
H (-8.582, 3.880, -15.296)  0.26
H (-7.530, 4.012, -17.598)  0.36
H (-8.485, 5.351, -17.974)  0.28
C (-5.522, -2.455, -21.165)  -1.47
C (-4.612, -2.643, -22.350)  0.54
C (-4.863, -1.716, -23.568)  -0.39
O (-3.595, -1.248, -23.849)  -0.28
C (-2.716, -1.593, -22.914)  0.66
O (-1.568, -1.205, -22.907)  -0.59
O (-3.311, -2.264, -21.954)  -0.33
H (-6.547, -2.682, -21.459)  0.38
H (-5.536, -1.423, -20.817)  0.36
H (-5.286, -3.170, -20.378)  0.35
H (-4.630, -3.714, -22.550)  0.21
H (-5.478, -0.891, -23.209)  0.27
H (-5.320, -2.210, -24.425)  0.28
C (-0.313, -0.045, -16.060)  -1.43
C (0.104, 1.376, -16.421)  0.43
C (0.187, 1.748, -17.889)  -0.37
O (-0.548, 2.949, -18.012)  -0.32
C (-1.286, 3.097, -16.900)  0.65
O (-2.107, 4.003, -16.728)  -0.59
O (-0.927, 2.236, -15.950)  -0.31
H (-0.430, -0.083, -14.977)  0.36
H (0.505, -0.715, -16.326)  0.39
H (-1.255, -0.446, -16.433)  0.33
H (1.029, 1.704, -15.946)  0.24
H (-0.138, 0.888, -18.474)  0.29
H (1.236, 2.023, -18.005)  0.30
C (-6.082, -0.393, -11.299)  -1.46
C (-6.703, 0.164, -12.621)  0.50
C (-5.632, 0.520, -13.674)  -0.37
O (-6.047, -0.152, -14.831)  -0.28
C (-7.033, -1.054, -14.467)  0.60
O (-7.491, -1.860, -15.228)  -0.54
O (-7.462, -0.846, -13.189)  -0.33
H (-6.833, -0.625, -10.544)  0.36
H (-5.445, 0.330, -10.789)  0.35
H (-5.417, -1.238, -11.476)  0.37
H (-7.324, 0.962, -12.212)  0.24
H (-4.674, 0.083, -13.392)  0.26
H (-5.541, 1.603, -13.760)  0.29
C (-16.170, 1.919, -26.391)  -1.45
C (-16.002, 1.068, -27.634)  0.58
C (-17.018, 1.449, -28.734)  -0.42
O (-16.286, 2.147, -29.716)  -0.34
C (-14.966, 2.022, -29.444)  0.67
O (-14.056, 2.488, -30.112)  -0.58
O (-14.773, 1.414, -28.275)  -0.34
H (-17.111, 1.602, -25.941)  0.42
H (-16.360, 2.974, -26.585)  0.34
H (-15.406, 1.725, -25.638)  0.34
H (-16.104, 0.015, -27.372)  0.22
H (-17.737, 2.139, -28.293)  0.27
H (-17.420, 0.620, -29.317)  0.29
C (-2.710, 5.344, -11.038)  -1.35
C (-3.672, 5.216, -9.856)  0.44
C (-3.874, 6.421, -8.979)  -0.39
O (-5.286, 6.576, -8.994)  -0.37
C (-5.884, 5.683, -9.880)  0.62
O (-7.075, 5.705, -10.100)  -0.54
O (-4.938, 4.911, -10.415)  -0.28
H (-1.874, 6.001, -10.799)  0.38
H (-3.266, 5.795, -11.860)  0.37
H (-2.277, 4.369, -11.260)  0.31
H (-3.337, 4.452, -9.155)  0.25
H (-3.427, 7.313, -9.417)  0.27
H (-3.530, 6.153, -7.980)  0.29

Computed properties:
* multiplicity: 1
* frontier orbital gap: 0.352 Ha
* LUMO energy: 0.152 eV


# 6
Below is C6H8N2 in the gas phase in a non-equilibrium geometry, with properties calculated with the ωB97M-V functional and the def2-TZVPD basis.

Last column: Mulliken charge in e.
Geometry (Å):
H (0.516, -2.597, 0.302)  0.25
N (1.037, -1.767, 0.232)  -0.65
C (-0.024, -0.876, 0.332)  0.15
C (-1.505, -1.317, 0.081)  -0.34
C (-1.880, -0.060, -0.616)  -0.65
C (-1.027, 0.880, -0.781)  -0.28
N (0.194, 0.550, -0.023)  0.11
C (1.268, 1.159, -0.065)  0.38
C (2.417, 1.244, 0.694)  -0.88
H (-1.339, -2.266, -0.524)  0.29
H (-2.141, -1.581, 1.011)  0.26
H (-2.797, 0.140, -0.875)  0.53
H (-1.192, 1.841, -1.551)  0.22
H (0.731, 2.045, -0.620)  0.09
H (2.865, 2.195, 0.892)  0.31
H (2.876, 0.410, 1.510)  0.21

Computed properties:
* multiplicity: 1
* frontier orbital gap: 0.299 Ha
* LUMO energy: 0.572 eV


| no. | E (a.u.) |
| --- | --- |
| 1 | -299.1085 |
| 2 | -341.0128 |
| 3 | -1795.8975 |
| 4 | -821.7564 |
| 5 | -6466.9709 |
| 6 | -342.7249 |